Entry 1:
# C21H52F3N2O12P4

4 unconnected molecules or ions with the total composition C21H52F3N2O12P4 in a non-equilibrium geometry (ωB97M-V/def2-TZVPD, OMol25).

The value obtained for the lowest unoccupied orbital energy is -0.1017 Eh. The molecular weight is 705.54 g/mol. Its net charge is +1. The strongest force on any atom comes out at 7.881 eV Å⁻¹. Its spin multiplicity is 1. The value obtained for the HOMO energy is -10.4 eV.

Each line ends with the Mulliken charge.
Atoms and positions in Å:
C: 3.888 1.501 6.455  -1.13
C: 3.454 2.863 5.803  -0.50
C: 4.691 3.646 5.281  -1.00
P: 5.122 3.356 3.525  0.74
C: 6.582 4.411 3.140  -1.10
C: 7.867 3.645 2.668  -0.52
C: 9.113 4.449 3.209  -0.78
N: 10.346 3.735 2.843  -0.64
C: 5.478 1.612 3.097  -1.02
C: 4.238 0.658 3.178  -0.55
C: 3.672 0.255 1.830  -0.18
F: 2.358 0.498 1.658  -0.29
C: 4.321 -0.350 0.846  0.40
F: 3.770 -1.363 0.230  -0.12
F: 5.487 -0.014 0.363  -0.19
C: 3.714 4.011 2.497  -0.85
N: 3.648 5.470 2.499  -0.29
C: 3.707 6.052 1.150  -0.93
H: 4.872 1.238 6.033  0.30
H: 3.966 1.593 7.542  0.35
H: 3.174 0.723 6.161  0.30
H: 2.646 2.753 5.069  0.30
H: 3.039 3.468 6.623  0.46
H: 5.579 3.486 5.913  0.58
H: 4.458 4.723 5.364  0.46
H: 6.854 4.933 4.075  0.57
H: 6.374 5.203 2.408  0.52
H: 7.916 3.689 1.572  0.30
H: 7.972 2.636 3.078  0.33
H: 9.053 4.441 4.308  0.43
H: 9.059 5.466 2.801  0.35
H: 10.371 2.874 3.383  0.27
H: 10.260 3.481 1.861  0.28
H: 5.799 1.629 2.042  0.60
H: 6.351 1.228 3.643  0.52
H: 4.591 -0.273 3.647  0.48
H: 3.447 1.029 3.839  0.18
H: 2.792 3.643 2.987  0.40
H: 3.726 3.565 1.492  0.58
H: 4.337 5.893 3.110  0.37
H: 3.732 7.143 1.278  0.36
H: 2.774 5.808 0.625  0.33
H: 4.598 5.755 0.567  0.34
C: 2.640 -3.733 -1.140  -0.65
O: 1.987 -4.988 -0.924  -0.33
P: 0.888 -5.448 -2.104  0.90
O: -0.108 -4.334 -1.910  -0.46
O: 0.486 -6.788 -1.300  -0.31
C: 0.592 -6.884 0.115  -0.60
O: 0.243 -6.143 -3.474  -0.31
C: 0.404 -5.392 -4.686  -0.68
H: 3.407 -3.616 -0.378  0.20
H: 3.117 -3.711 -2.121  0.32
H: 1.929 -2.912 -1.055  0.30
H: 0.180 -6.003 0.609  0.28
H: 1.633 -7.027 0.402  0.24
H: 0.027 -7.758 0.435  0.27
H: 1.457 -5.181 -4.874  0.30
H: -0.158 -4.458 -4.632  0.27
H: 0.016 -5.992 -5.505  0.26
C: -4.315 -1.978 1.951  -0.73
O: -5.223 -1.760 0.869  -0.31
P: -4.571 -1.872 -0.672  1.11
O: -3.620 -0.706 -0.600  -0.69
O: -5.969 -1.486 -1.381  -0.25
C: -6.943 -0.674 -0.738  -0.62
O: -4.067 -2.549 -2.103  -0.37
C: -2.789 -3.213 -2.059  -0.71
H: -4.892 -1.999 2.875  0.25
H: -3.801 -2.933 1.841  0.28
H: -3.587 -1.169 2.007  0.31
H: -6.495 0.205 -0.273  0.32
H: -7.482 -1.261 0.004  0.28
H: -7.656 -0.339 -1.490  0.19
H: -2.780 -3.986 -1.291  0.33
H: -1.995 -2.494 -1.869  0.37
H: -2.618 -3.680 -3.025  0.24
C: -11.278 -2.066 -4.871  -0.70
O: -10.912 -1.436 -6.103  -0.31
P: -9.737 -0.245 -6.001  1.10
O: -10.492 0.746 -5.157  -0.68
O: -9.817 0.090 -7.576  -0.33
C: -11.006 -0.113 -8.330  -0.61
O: -8.229 0.465 -5.961  -0.33
C: -7.541 0.377 -4.707  -0.73
H: -11.949 -2.892 -5.103  0.25
H: -10.399 -2.464 -4.363  0.28
H: -11.795 -1.361 -4.222  0.32
H: -11.883 0.272 -7.808  0.31
H: -11.132 -1.173 -8.549  0.24
H: -10.901 0.420 -9.272  0.25
H: -7.443 -0.665 -4.398  0.30
H: -8.069 0.944 -3.940  0.31
H: -6.547 0.800 -4.836  0.32

=====

Entry 2:
# C21H52N7O6P3

3 unconnected molecules or ions with the total composition C21H52N7O6P3 in a non-equilibrium geometry (ωB97M-V/def2-TZVPD, OMol25).

The value obtained for the lowest unoccupied orbital energy is -0.0539 Eh. The molecular weight is 591.61 g/mol. Its net charge is 0. The strongest force on any atom comes out at 9.697 eV Å⁻¹. Its spin multiplicity is 1. The value obtained for the HOMO energy is -7.6 eV. The SMILES is CCP(C)[C@H]1OC(=O)O[C@H]1N(C)C(C)=O.CN(C)P(=O)(N(C)C)N(C)C.CN(C)P(=O)(N(C)C)N(C)C.

Each line ends with the Mulliken charge.
Atoms and positions in Å:
C: 0.699 1.622 2.227  -0.66
C: 1.630 2.774 1.451  -0.68
P: 0.637 4.408 1.574  0.44
C: 1.775 5.894 2.071  -0.97
C: -0.089 4.916 -0.162  0.00
O: 0.511 4.022 -1.208  -0.39
C: -0.572 2.990 -1.321  0.59
O: -0.504 1.659 -1.238  -0.52
O: -1.766 3.882 -1.494  -0.33
C: -1.742 4.669 -0.217  -0.33
N: -2.389 4.058 1.005  0.27
C: -3.678 3.331 0.692  -0.79
C: -2.757 5.115 2.050  0.37
C: -2.402 4.685 3.627  -0.74
O: -3.282 6.315 1.777  -0.55
H: 0.825 0.550 1.763  0.18
H: -0.435 1.970 2.117  0.13
H: 0.944 1.680 3.374  0.28
H: 1.799 2.383 0.361  0.30
H: 2.673 2.800 2.001  0.36
H: 2.844 5.546 2.398  0.32
H: 1.753 6.665 1.190  0.27
H: 1.212 6.416 2.985  0.24
H: -0.026 6.072 -0.412  0.35
H: -2.338 5.640 -0.567  0.39
H: -3.601 2.556 -0.188  0.15
H: -3.942 2.693 1.666  0.25
H: -4.494 4.145 0.462  0.35
H: -2.137 5.641 4.266  0.29
H: -1.425 3.999 3.664  0.15
H: -3.263 4.030 4.080  0.30
O: 1.958 -1.093 4.512  -0.80
P: 2.859 -2.346 4.629  0.88
N: 3.255 -2.280 2.985  0.36
C: 3.207 -3.314 1.972  -0.98
C: 4.353 -1.364 2.682  -1.22
N: 1.516 -3.352 4.990  0.15
C: 0.528 -3.689 3.972  -1.02
C: 0.793 -2.919 6.196  -1.10
N: 3.895 -3.787 4.765  -0.07
C: 3.463 -5.174 4.596  -0.90
C: 4.683 -3.699 6.000  -1.10
H: 4.059 -3.997 2.035  0.35
H: 3.215 -2.874 0.967  0.36
H: 2.289 -3.894 2.002  0.18
H: 5.323 -1.830 2.886  0.29
H: 4.283 -0.456 3.292  0.34
H: 4.332 -1.034 1.638  0.35
H: 0.221 -2.813 3.391  0.27
H: -0.372 -4.136 4.411  0.37
H: 0.903 -4.457 3.299  0.26
H: 0.118 -2.083 5.988  0.31
H: 1.495 -2.601 6.975  0.37
H: 0.205 -3.743 6.615  0.34
H: 2.817 -5.518 5.411  0.31
H: 4.336 -5.838 4.569  0.36
H: 2.947 -5.341 3.650  0.27
H: 4.052 -3.858 6.881  0.36
H: 5.139 -2.707 6.086  0.35
H: 5.500 -4.427 6.011  0.35
O: -4.074 -1.629 -4.766  -0.81
P: -2.550 -1.404 -4.930  0.90
N: -2.734 0.275 -4.829  0.19
C: -2.238 1.323 -5.698  -0.96
C: -2.789 0.778 -3.457  -1.40
N: -2.571 -2.019 -6.532  0.18
C: -3.184 -1.270 -7.622  -1.08
C: -3.064 -3.403 -6.601  -1.12
N: -0.799 -1.145 -5.118  0.03
C: -0.087 -0.983 -6.384  -0.91
C: -0.078 -2.135 -4.309  -1.14
H: -1.181 1.540 -5.524  0.34
H: -2.794 2.255 -5.539  0.36
H: -2.382 1.102 -6.752  0.20
H: -1.784 0.873 -3.032  0.52
H: -3.361 0.099 -2.815  0.31
H: -3.292 1.750 -3.399  0.40
H: -4.162 -0.863 -7.343  0.31
H: -3.319 -1.890 -8.516  0.38
H: -2.537 -0.461 -7.957  0.27
H: -4.158 -3.448 -6.564  0.35
H: -2.674 -3.995 -5.766  0.36
H: -2.729 -3.892 -7.522  0.34
H: -0.049 -1.907 -6.972  0.32
H: 0.949 -0.674 -6.195  0.36
H: -0.511 -0.194 -7.007  0.27
H: -0.152 -3.135 -4.752  0.35
H: -0.502 -2.180 -3.301  0.35
H: 0.979 -1.873 -4.198  0.36

=====

It is found that the gap between HOMO and LUMO values, taken in the order of the records, are 0.2801 0.2243 hartree.